Entry from the OMol25 dataset: a structure of composition C30H19BrCl4N5OS4Zr (ωB97M-V/def2-TZVPD).

The HOMO energy is -10.203 eV. The net charge is +1. As for the orbital gap: 6.388 eV. Its energy is -205665.6773 eV. As for the energy above the lowest of the compared OMol25 structures with the same formula, charge and spin: 1.357 eV.

```
65
C30H19BrCl4N5OS4Zr | the OMol25 dataset | ωB97M-V/def2-TZVPD
N -0.55510 -0.44129 0.26307
H -1.85760 -3.48489 -0.21093
H -2.48730 -1.08629 0.03227
H 1.84690 -7.93529 -3.13383
C -1.08990 -2.73889 -0.10263
H 4.56300 -1.42949 0.16287
O 1.14340 1.45261 0.86007
S -3.10830 1.02731 1.57837
C 3.03920 0.03191 0.41997
H -5.70450 -2.12069 4.18647
Cl -1.46130 1.74801 -1.40273
C 0.83000 3.96461 -1.32823
N 3.17910 -3.58009 0.18007
C -1.44560 -1.39679 0.05007
H 0.05850 7.44601 -2.79933
C 2.37250 -4.12919 -2.63733
C 3.50090 -1.25179 0.20247
H 1.72500 -3.93969 -4.66773
C -2.83250 2.84301 -1.15733
C 2.63390 -5.01999 -1.58443
H -1.45520 -2.46109 4.60637
C 2.64380 -2.34849 0.03457
C 1.22760 -2.10889 0.03787
C 0.24900 6.46431 -2.39293
H 0.20540 7.16531 -0.37533
Cl -0.53880 -0.32899 3.05167
H -2.90350 3.52421 -2.00543
H 0.30200 5.49911 -4.29533
H 2.54780 -3.06909 -2.50973
C 0.24290 -3.09679 -0.08463
C -4.53600 -0.75429 3.04797
H -3.72800 -3.25749 5.17007
N 0.74520 4.88281 0.90567
C 0.69200 4.12401 -2.69883
C 1.67270 0.28261 0.52257
C 0.76940 -0.77599 0.25207
C 1.30410 5.78051 1.76167
C 1.70210 -5.97899 -4.00253
C -3.25390 -0.27579 2.72047
H 0.52720 -4.13489 -0.16553
C 1.91280 -4.61159 -3.84273
H 2.69720 -7.06959 -0.96873
H -3.73870 2.24811 -1.00643
H 1.14410 3.01081 -0.90913
C 0.08010 3.89181 2.78747
H 0.83390 3.27761 -3.35523
S 0.91200 5.27821 3.43597
H 3.74140 0.84281 0.54327
S 2.22140 7.06301 1.37367
C -3.60050 -2.43129 4.48677
Cl -2.48660 3.75011 0.31177
Br 1.01210 -6.62049 -5.64553
C -2.16230 -0.91029 3.32567
C 0.40150 5.37141 -3.23013
Zr -0.70690 1.67181 1.22747
C 2.46570 -6.39949 -1.78213
C -4.70500 -1.80369 3.93277
C 1.98680 -6.87709 -2.97953
N 0.09410 3.81601 1.47267
S -0.75380 2.70681 3.66367
C 0.34650 6.31461 -1.02303
Cl -5.91540 -0.01059 2.34167
C -2.32550 -1.98469 4.18377
N 3.13050 -4.67939 -0.34283
C 0.64860 5.06381 -0.49283
```

---

Entry from the OMol25 dataset: a cluster of 7 separate species, C4H18O6 in total (ωB97M-V/def2-TZVPD).

The HOMO energy is -8.936 eV. The net charge is 0. As for the orbital gap: 9.139 eV. Its energy is -16722.0713 eV. Its structure (SMILES) is C=CC=C.O.O.O.O.O.O. As for the energy above the lowest of the compared OMol25 structures with the same formula, charge and spin: 3.027 eV.

```
28
C4H18O6 | the OMol25 dataset | ωB97M-V/def2-TZVPD
H 0.07353 -1.57341 -1.92382
C 1.21441 0.58356 -2.54732
O 0.83476 0.31683 0.70376
H 1.72604 2.33151 -1.45529
C -0.68066 2.72328 -0.45967
O 2.28261 -1.69591 2.18006
H -0.63176 0.97159 2.05785
H 2.10584 -0.77260 2.57109
H 0.44459 -2.69800 -0.93787
H 0.53932 -0.05311 -3.15808
H 0.84824 -0.40969 0.19601
H -2.27153 -0.06509 -0.97540
O -1.09789 1.23854 2.82833
H -2.46706 -2.36353 1.60847
O -1.91173 -0.92921 -1.09535
H 2.14437 0.43690 -2.91790
H -1.11506 1.16053 -1.91560
O -1.56012 -2.29698 1.36407
H -1.25741 -1.51210 1.84387
H -1.66643 2.85362 -0.11290
H -0.82495 0.40951 3.37759
H 1.33491 1.10360 0.72226
C 0.92633 1.73173 -1.85928
C -0.38411 1.91254 -1.42688
H -1.84501 -1.25015 -0.15715
H -0.08401 3.50425 -0.06055
H 2.05321 -1.60335 1.26870
O 0.75705 -1.90542 -1.26492
```

---

Entry from the OMol25 dataset: a structure of composition C9H19Br2Na2O7 (ωB97M-V/def2-TZVPD).

The HOMO energy (spin up / spin down) is -13.794 / -13.792 eV. The net charge is +2. As for the orbital gap (spin up / spin down): 4.902 / 3.163 eV. Its energy is -172873.0613 eV. As for the spin multiplicity: 2.

```
39
C9H19Br2Na2O7 | the OMol25 dataset | ωB97M-V/def2-TZVPD
C -21.02444 1.64114 -14.77813
H -19.99818 4.26697 -12.10679
C -17.61813 7.87987 -8.87926
H -19.73620 -1.60701 -7.37545
H -17.51746 7.14052 -8.08470
H -21.38827 0.61366 -14.78178
Na -22.57950 4.31408 -3.70641
H -24.71124 2.84965 -10.61732
H -24.06396 1.33998 -10.77920
C -19.65451 -1.23633 -8.39722
H -21.33643 2.96129 -7.91997
Na -20.68708 6.29544 -6.21470
C -20.83512 3.27488 -7.00430
O -19.73030 6.14334 -8.83754
C -23.74825 2.38234 -10.82316
C -19.02135 6.18198 -9.79266
H -19.85274 3.70919 -10.34671
H -23.15763 2.49078 -9.91349
O -19.15820 5.49425 -10.97285
H -21.19791 4.75326 -10.97304
H -19.94777 1.63914 -14.60820
O -18.02232 7.03449 -10.02041
O -21.68249 2.38929 -13.77663
H -21.22651 2.15807 -15.71624
H -16.71385 8.47842 -8.98932
C -20.75138 -0.17376 -8.72846
C -22.71267 1.91024 -13.04393
H -20.58132 0.55855 -7.93922
O -21.76605 3.68567 -6.03474
C -20.14296 4.49000 -11.04972
H -20.17154 2.47867 -6.66693
H -20.07121 3.99577 -7.29557
H -21.79038 -0.50304 -8.74167
O -23.44542 0.98917 -13.42792
Br -20.23269 0.54643 -10.53857
H -18.36790 8.58208 -8.51481
O -22.86576 2.64088 -11.90784
Br -20.09414 -2.86892 -9.50531
H -18.66688 -0.95752 -8.76459
```

---

Entry from the OMol25 dataset: a structure of composition C43H41F2N4O2P2Rh (ωB97M-V/def2-TZVPD).

The HOMO energy (spin up / spin down) is -13.650 / -13.537 eV. The net charge is +2. As for the orbital gap (spin up / spin down): 8.723 / 6.046 eV. Its energy is -82319.4683 eV. As for the spin multiplicity: 5. As for the energy above the lowest of the compared OMol25 structures with the same formula, charge and spin: 2.004 eV.

```
95
C43H41F2N4O2P2Rh | the OMol25 dataset | ωB97M-V/def2-TZVPD
H -0.80249 6.51303 -2.79606
C -0.16589 3.24131 -2.33661
C 1.78412 5.03297 3.06650
H 0.65192 -4.70921 -3.98615
H -3.53035 -4.32275 -3.13750
H -0.15376 -2.86470 3.45783
C -0.07003 5.60729 -0.99693
C -0.57185 0.26788 -4.07685
C -0.20918 0.83472 -6.75387
H -3.26560 -0.16311 -0.15834
Rh 0.64417 1.56339 0.00782
H -4.71460 -0.09170 1.78408
H -2.09101 -1.44067 3.85788
N -0.68124 0.84201 2.99029
C 1.32797 -3.06439 5.00341
C -4.08079 0.77807 1.60464
H -1.63258 -5.65737 -3.98775
C -0.76031 0.19377 4.29484
H -4.16268 -0.03975 4.00020
H -0.02247 6.53707 -0.45515
C 3.80893 -2.32370 -1.82372
C -0.17612 -4.13113 -3.59718
C 2.25187 -3.78878 -0.04272
H 1.04886 -2.42687 -3.13359
C 0.90220 4.26290 0.93815
O 0.53325 -0.03340 -1.59055
H -2.33334 0.57385 -6.94387
H -4.47179 1.09063 -0.48436
H 1.96052 5.83894 3.76527
C 0.88041 -2.70506 3.74065
C -1.02810 -2.10313 -2.65424
H -1.26722 -1.43249 1.08409
C -1.46021 -4.66166 -3.60206
N -1.38351 1.47095 0.88765
H 1.65527 -4.35279 0.66592
H -2.15842 1.89112 -0.99744
C 0.88390 0.82046 -5.89676
H -0.64745 0.94831 5.07703
H 4.42797 -4.22607 -2.59147
H -0.65403 -3.18950 0.97253
H 0.23198 1.06475 2.63935
H 4.42289 -1.75969 -2.51345
C -3.17713 0.41156 3.90717
C 3.54579 -2.31776 4.43279
C -0.44360 -2.13177 1.03749
C 2.25010 -2.39736 -0.00569
H 4.58247 -2.17311 4.70542
C 0.32448 4.41947 -0.39372
H -2.87160 2.82728 0.32169
H 2.37133 1.71661 2.69107
H 3.80196 -1.55085 2.44383
H -0.06713 1.05805 -7.80263
H -0.17214 2.29223 -2.85146
C 1.77028 -2.14747 2.82670
H -0.88626 4.33488 -4.02400
H 3.00017 -3.13272 6.33959
C 1.99138 2.70141 2.44160
H -4.66231 1.67372 1.84299
C 1.13122 5.26864 1.86997
C 0.05067 -2.84917 -3.12523
C 3.81013 -3.71115 -1.86786
H 0.06775 -0.51273 4.38006
H 0.64018 -3.50274 5.71460
C -2.09391 -0.51512 4.43731
O 1.36954 -0.04985 1.22465
P -0.74593 -0.32167 -2.36664
C 3.10776 -1.96350 3.16688
F 2.86271 3.49556 4.45720
H -3.14619 -2.03968 -2.28028
C 3.02492 -1.65907 -0.89147
C 0.70852 0.55421 -4.54810
C -1.67592 0.99607 2.10830
C -1.48523 0.56712 -6.27276
C -2.31480 -2.63058 -2.64819
P 1.20862 -1.56010 1.20594
C 2.65576 -2.86145 5.35074
C 3.03209 -4.44486 -0.98055
N -2.92957 0.69217 2.49579
C -2.52844 -3.91540 -3.12326
C 1.31635 2.95553 1.26052
H -2.66458 0.07611 -4.54765
C -1.67249 0.28648 -4.92996
C -2.50920 1.83264 0.03308
C -3.63430 0.81794 0.15664
C -0.56034 4.38749 -2.99545
H 1.55381 0.54417 -3.87083
C -0.51378 5.59168 -2.30902
F 0.70748 6.51072 1.63190
H -2.28399 -0.75885 5.48072
H 3.01286 -0.57749 -0.84465
H 1.87785 1.01106 -6.27913
N 0.25918 3.24815 -1.07102
C 2.22023 3.74873 3.32249
H -3.17329 1.34542 4.47895
H 3.03532 -5.52612 -1.01805
```

---

Entry from the OMol25 dataset: an isolated molecule of C6H9OPS (ωB97M-V/def2-TZVPD).

The HOMO energy is -8.266 eV. The net charge is 0. As for the orbital gap: 8.983 eV. Its energy is -28538.0062 eV. Its structure (SMILES) is CP(C)c1cscc1O. As for the energy above the lowest of the compared OMol25 structures with the same formula, charge and spin: 0.716 eV.

```
18
C6H9OPS | the OMol25 dataset | ωB97M-V/def2-TZVPD
C 1.30854 0.21606 -0.98227
C 0.08816 0.61811 -0.37791
H -1.16725 0.68502 1.88770
P -1.53069 -0.28854 -0.37309
H 2.40303 -0.87967 -2.14458
O 1.56091 -0.83994 -1.75970
C -2.01747 0.30080 1.39418
H -0.44929 2.31311 0.95215
H -0.53590 -2.14250 0.95755
S 1.92110 2.41489 0.23016
H 3.30256 0.85759 -1.26310
C 2.34959 1.08250 -0.78632
H -1.61841 -2.59353 -0.46360
H 0.06433 -2.01350 -0.73937
C -0.77890 -1.96722 -0.10207
H -2.76550 1.02810 1.36383
C 0.36253 1.71615 0.40268
H -2.49731 -0.50743 1.80376
```

---

Entry from the OMol25 dataset: an isolated molecule of CHClN4O (ωB97M-V/def2-TZVPD).

The HOMO energy is -10.521 eV. The net charge is 0. As for the orbital gap: 9.249 eV. Its energy is -21579.5283 eV. Its structure (SMILES) is OC1(Cl)N=NN=N1. As for the energy above the lowest of the compared OMol25 structures with the same formula, charge and spin: 0.877 eV.

```
8
CHClN4O | the OMol25 dataset | ωB97M-V/def2-TZVPD
O -1.45860 -0.60456 0.46627
N -0.05567 0.47482 -1.17875
N 0.58901 0.59997 1.02305
Cl 0.98297 -1.79923 -0.42570
H -1.31227 -1.56464 0.59762
N 0.40109 1.54289 -1.03816
C 0.07171 -0.30296 0.04741
N 0.78175 1.65371 0.50826
```

---

Entry from the OMol25 dataset: an isolated molecule of CH5N3 (ωB97M-V/def2-TZVPD).

The HOMO energy is -9.502 eV. The net charge is 0. As for the orbital gap: 10.321 eV. Its energy is -5587.5939 eV. Its structure (SMILES) is N=C(N)N. As for the energy above the lowest of the compared OMol25 structures with the same formula, charge and spin: 1.382 eV.

```
9
CH5N3 | the OMol25 dataset | ωB97M-V/def2-TZVPD
H 1.50025 0.91643 -1.24658
H -0.65232 -0.04515 1.74551
C 0.02256 0.23566 -0.22670
N 0.71114 1.28462 -0.64290
N -1.03573 0.34368 0.83953
H -0.95205 1.42794 0.96609
H -0.66484 -1.64592 -0.01148
H 0.85748 -1.36788 -1.14067
N 0.21351 -1.14939 -0.28281
```